25
Properties=species:S:1:pos:R:3 method="wB97M-V/def2-TZVPD" multiplicity=1 relative_energy_kj_mol=70.4 e_homo_ev=-10.773 homo_lumo_gap_ev=10.87 lumo_ev=0.10 smiles=ClCCl.ClCCl.ClCCl.ClCCl.ClCCl mol_weight_g_mol=424.665
Cl 2.50103 -2.85637 1.66261
C 3.26102 -1.82533 0.47799
Cl 2.36977 -1.90436 -1.11532
H 3.29275 -0.82635 0.87498
H 4.28255 -2.14403 0.32630
Cl -2.53783 1.19750 -0.59451
C -2.47442 1.64744 -2.26962
Cl -3.02846 3.30222 -2.65009
H -1.44914 1.49835 -2.58157
H -3.19453 1.03210 -2.81053
Cl -2.66633 -2.86389 -0.35800
C -1.19630 -2.65597 -1.21302
Cl -0.10186 -4.09374 -1.15709
H -1.33094 -2.58510 -2.31421
H -0.59057 -1.84829 -0.85048
Cl -1.83133 -1.70028 3.06899
C -0.62173 -0.44871 2.71306
Cl -1.31399 1.13813 3.24784
H 0.29603 -0.53359 3.24556
H -0.43975 -0.43692 1.67950
Cl 1.35329 4.57562 1.22382
C 1.37510 3.26765 0.14119
Cl 0.87371 3.59520 -1.52033
H 2.37548 2.97692 0.19433
H 0.79645 2.49182 0.57858